ORCA calculation (wB97M-V/def2-TZVPD) on C67H62BrF4N7O8PSeSr as an isolated structure.

Geometry as XYZ:
```
152
Properties=species:S:1:pos:R:3:forces:R:3:lowdin_charge:R:1
Sr 0.522 -0.406 0.545 0.523 -0.398 0.126 1.33
C 3.746 5.611 -1.663 0.016 -0.003 -0.100 -0.08
O 3.211 5.953 -0.399 -0.041 -0.067 0.176 -0.08
C 2.408 5.028 0.195 0.041 0.091 -0.061 -0.29
C 1.978 5.382 1.501 -0.041 -0.006 0.056 -0.03
C 1.224 4.493 2.201 0.046 0.074 0.007 -0.05
C 0.847 3.225 1.685 0.048 0.039 0.033 -0.10
C 0.186 2.284 2.534 0.136 0.049 0.081 -0.40
C -0.182 2.680 3.957 -0.080 0.048 -0.021 -0.02
O -0.076 1.107 2.219 -0.251 0.732 0.712 -0.21
C 1.229 2.893 0.325 -0.051 0.067 0.190 -0.37
O 0.903 1.820 -0.242 0.196 0.488 -0.050 -0.26
C 2.038 3.849 -0.379 -0.050 -0.013 -0.136 0.05
H 4.461 6.395 -1.908 -0.018 -0.007 -0.025 0.09
H 2.961 5.573 -2.422 0.040 -0.021 0.018 0.08
H 4.254 4.644 -1.630 0.007 0.025 -0.011 0.08
H 2.272 6.339 1.908 0.000 0.010 0.019 0.10
H 0.913 4.766 3.201 0.003 0.009 0.022 0.10
H 0.698 2.981 4.526 0.022 -0.015 0.001 0.08
H -0.644 1.820 4.438 0.007 0.003 0.012 0.07
H -0.883 3.517 3.974 -0.006 0.019 -0.004 0.09
H 2.356 3.557 -1.371 -0.011 -0.005 0.009 0.10
F -4.926 3.093 -4.854 -0.106 0.057 -0.030 0.12
C -3.810 2.520 -4.406 0.156 -0.069 0.136 -0.14
C -2.855 2.072 -5.296 -0.001 -0.015 0.121 -0.14
F -3.044 2.222 -6.607 -0.015 0.018 -0.098 0.12
C -1.703 1.484 -4.806 -0.075 0.024 0.060 -0.22
F -0.801 1.119 -5.716 0.079 -0.042 -0.107 0.11
C -1.464 1.301 -3.449 -0.001 0.008 -0.082 -0.30
P 0.081 0.469 -2.851 -0.036 -0.047 0.124 1.14
C 1.329 1.612 -3.543 -0.039 0.050 -0.001 -0.34
C 2.655 1.185 -3.589 0.021 -0.026 0.004 -0.09
C 3.656 2.034 -4.035 0.024 0.000 -0.042 -0.07
C 3.353 3.330 -4.427 0.021 -0.010 0.005 -0.10
C 2.042 3.774 -4.355 -0.013 0.040 -0.012 -0.11
C 1.041 2.925 -3.910 0.002 -0.022 0.023 -0.09
C 0.111 -0.974 -3.987 0.004 -0.010 0.062 -0.36
C -0.767 -1.997 -3.631 0.032 0.013 0.015 -0.09
C -0.783 -3.191 -4.335 -0.033 -0.023 0.006 -0.07
C 0.092 -3.382 -5.394 0.018 -0.025 -0.015 -0.09
C 0.970 -2.369 -5.752 0.013 -0.004 -0.043 -0.09
C 0.978 -1.169 -5.056 -0.001 0.013 -0.009 -0.10
C -2.442 1.772 -2.569 -0.070 -0.063 0.127 -0.52
Br -2.305 1.629 -0.689 0.125 0.055 -0.233 1.00
C -3.594 2.376 -3.046 0.128 -0.067 -0.283 -0.26
F -4.531 2.832 -2.223 -0.087 0.172 0.094 0.08
H 2.910 0.183 -3.266 -0.013 0.010 -0.001 0.09
H 4.678 1.680 -4.065 -0.005 0.015 -0.004 0.10
H 4.136 3.991 -4.777 0.016 0.010 0.000 0.10
H 1.793 4.788 -4.643 -0.003 0.008 -0.005 0.10
H 0.028 3.300 -3.843 -0.019 0.001 -0.011 0.11
H -1.431 -1.878 -2.783 0.008 0.017 -0.011 0.08
H -1.463 -3.976 -4.030 -0.009 -0.006 0.000 0.10
H 0.096 -4.321 -5.934 0.001 -0.011 -0.009 0.10
H 1.656 -2.510 -6.578 0.010 -0.007 -0.004 0.10
H 1.661 -0.386 -5.355 0.014 0.023 0.000 0.10
C 1.659 -4.177 3.207 0.047 -0.050 0.071 0.00
C 0.714 -4.175 2.058 0.071 0.018 0.109 -0.35
N 0.209 -3.120 1.458 -0.175 0.019 -0.178 0.13
C -0.639 -3.607 0.494 -0.197 -0.200 -0.215 -0.15
C -0.630 -4.982 0.508 0.145 -0.025 0.175 -0.07
N 0.240 -5.315 1.516 -0.118 0.103 -0.145 0.17
C -1.289 -6.099 -0.214 -0.024 -0.023 0.040 -0.50
O -2.159 -5.783 -1.138 0.006 -0.030 0.001 0.11
O -1.009 -7.244 0.085 0.027 0.003 0.011 0.07
C -1.462 -2.714 -0.387 0.000 -0.301 0.031 -0.62
O -2.276 -3.273 -1.168 -0.009 -0.058 0.002 -0.01
O -1.289 -1.483 -0.292 -1.039 -0.653 -0.671 -0.28
H 1.509 -3.286 3.809 -0.002 0.014 -0.009 0.07
H 2.696 -4.192 2.869 0.006 0.000 -0.004 0.08
H 1.493 -5.054 3.834 0.010 0.002 -0.005 0.08
H 0.441 -6.270 1.765 0.003 -0.023 0.005 0.16
H -2.240 -4.758 -1.181 -0.060 0.119 -0.080 0.05
N 2.411 -0.985 -0.732 0.834 -0.026 -0.252 -0.07
C 3.608 -0.920 -1.087 0.002 -0.360 -0.137 -0.44
C 4.503 0.278 -0.827 0.008 0.037 -0.010 -0.16
C 5.572 0.615 -1.655 0.028 -0.106 0.042 -0.07
C 6.332 1.752 -1.422 0.024 0.051 0.027 -0.10
C 6.042 2.576 -0.343 0.026 0.016 -0.054 -0.11
C 4.970 2.262 0.482 -0.015 0.014 0.003 -0.08
C 4.211 1.130 0.233 -0.019 0.084 0.058 -0.04
C 4.254 -2.094 -1.811 -0.015 0.007 -0.037 -0.18
C 3.473 -2.818 -2.711 -0.013 0.030 0.005 -0.04
C 3.968 -3.950 -3.334 -0.013 -0.022 -0.026 -0.09
C 5.249 -4.402 -3.045 0.042 -0.036 0.003 -0.11
C 6.030 -3.706 -2.134 0.037 -0.024 -0.011 -0.10
C 5.540 -2.554 -1.533 -0.035 0.082 0.002 -0.06
H 5.810 -0.019 -2.501 0.002 -0.037 -0.012 0.11
H 7.153 1.996 -2.086 0.015 0.007 -0.006 0.10
H 6.635 3.464 -0.157 0.006 0.006 0.000 0.10
H 4.705 2.915 1.305 0.008 0.004 0.019 0.10
H 3.350 0.913 0.850 -0.050 -0.065 0.024 0.09
H 2.458 -2.484 -2.890 -0.019 0.015 -0.001 0.09
H 3.346 -4.488 -4.039 -0.012 -0.003 -0.009 0.10
H 5.634 -5.295 -3.522 0.004 -0.012 -0.003 0.09
H 7.025 -4.059 -1.891 0.007 -0.005 -0.001 0.09
H 6.162 -2.011 -0.832 0.018 0.028 0.028 0.11
C -5.679 -4.592 1.945 0.007 -0.024 0.021 -0.11
C -6.504 -3.349 1.639 -0.059 0.026 0.000 -0.26
C -6.293 -2.836 0.216 -0.012 -0.010 -0.016 -0.18
C -4.949 -2.153 -0.002 0.051 0.024 -0.018 -0.15
N -4.836 -0.893 0.721 -0.028 0.053 0.165 0.00
C -4.027 -0.641 1.786 0.288 -0.155 -0.166 -0.67
Se -2.917 -1.822 2.619 -0.056 -0.097 0.276 0.76
N -4.134 0.686 2.077 0.031 -0.084 -0.003 -0.03
C -3.294 1.369 3.052 -0.030 0.042 0.032 -0.18
C -3.813 1.229 4.478 0.049 0.025 -0.057 -0.19
C -5.189 1.846 4.709 -0.040 -0.054 0.022 -0.25
C -5.164 3.368 4.763 0.002 0.069 -0.021 -0.11
C -5.021 1.282 1.200 -0.266 -0.029 -0.114 -0.21
C -5.456 2.590 1.065 0.013 -0.042 0.030 -0.02
C -6.353 2.857 0.043 -0.111 -0.007 0.012 -0.10
C -6.793 1.855 -0.819 -0.121 0.034 0.067 -0.10
C -6.355 0.547 -0.690 0.031 -0.032 0.050 -0.01
C -5.467 0.275 0.340 -0.034 0.240 0.017 -0.17
H -5.901 -4.975 2.941 0.007 0.005 0.024 0.07
H -4.612 -4.375 1.909 0.050 0.014 -0.012 0.04
H -5.892 -5.385 1.225 -0.002 -0.014 -0.008 0.07
H -6.259 -2.557 2.353 0.016 0.002 0.006 0.10
H -7.566 -3.572 1.779 0.012 0.000 -0.011 0.10
H -7.099 -2.151 -0.063 0.001 0.016 0.037 0.10
H -6.347 -3.678 -0.480 -0.003 0.010 -0.021 0.12
H -4.784 -1.927 -1.057 0.005 -0.051 0.010 0.13
H -4.117 -2.778 0.314 -0.067 0.030 0.011 0.07
H -3.238 2.415 2.743 -0.006 0.022 -0.014 0.12
H -2.294 0.939 2.965 -0.070 -0.007 0.027 0.07
H -3.085 1.703 5.145 0.008 -0.023 0.016 0.11
H -3.819 0.165 4.720 -0.023 -0.021 -0.003 0.08
H -5.596 1.463 5.648 0.017 0.007 0.007 0.10
H -5.874 1.508 3.926 -0.015 0.010 -0.002 0.10
H -4.475 3.714 5.537 0.001 0.009 0.029 0.07
H -6.150 3.778 4.985 -0.013 -0.002 -0.012 0.07
H -4.835 3.807 3.819 0.017 -0.011 0.024 0.05
H -5.100 3.378 1.713 0.000 -0.008 -0.002 0.10
H -6.707 3.870 -0.095 -0.007 0.022 -0.016 0.10
H -7.482 2.105 -1.615 0.000 0.013 -0.020 0.10
H -6.681 -0.225 -1.373 -0.012 -0.029 -0.010 0.11
N 5.769 0.274 6.007 0.021 0.025 0.021 0.16
C 5.725 -0.810 5.179 0.079 -0.051 0.027 -0.50
O 6.595 -1.657 5.163 -0.040 0.030 0.016 0.07
C 4.515 -0.892 4.299 -0.113 -0.022 -0.113 -0.13
C 4.621 -1.556 3.084 -0.031 0.095 0.132 0.02
C 3.516 -1.590 2.251 0.007 -0.090 -0.114 -0.14
N 2.345 -1.043 2.569 0.091 0.278 0.012 0.03
C 2.238 -0.438 3.749 -0.038 0.028 0.043 -0.12
C 3.290 -0.328 4.643 0.117 -0.103 -0.028 0.00
H 6.633 0.417 6.503 0.002 0.003 0.003 0.11
H 5.212 1.084 5.799 0.002 0.005 0.003 0.10
H 5.556 -2.013 2.792 0.021 -0.006 0.005 0.12
H 3.560 -2.065 1.278 0.005 0.004 -0.022 0.11
H 1.264 -0.020 3.977 -0.010 0.018 0.015 0.10
H 3.137 0.163 5.594 0.014 0.013 0.020 0.11
```
Forces are in eV/Å.

Molecular weight: 1446.7 g/mol
Electronic energy: -9322.89835 Eh
LUMO: 0.0662 hartree
Orbital gap: 6.146 eV
Relative energy (zero: lowest compared OMol25 entry of this formula, charge and spin): 11.8 kcal/mol
Charge: -1